13
Properties=species:S:1:pos:R:3:forces:R:3 method="wB97M-V/def2-TZVPD" smiles="O=c1cc1.CC=O" gap_ha=0.3644 de_lowest_kcal_mol=73.6 charge=0
O 4.651 0.342 -1.552 0.81 -0.22 0.20
C 3.516 0.594 -1.801 -1.03 0.32 -0.29
C 2.475 0.936 -2.723 0.09 -0.20 1.02
C 2.157 0.819 -1.418 0.68 -0.02 -0.82
H 2.080 1.144 -3.694 -0.15 0.08 -0.36
H 1.371 0.875 -0.699 -0.35 0.06 0.21
C -1.318 -0.450 0.971 -0.12 -0.12 -0.28
C 0.043 -1.036 0.749 -0.06 0.21 0.39
O 0.346 -1.734 -0.177 0.06 -0.08 -0.21
H -1.838 -1.079 1.693 -0.05 -0.02 0.13
H -1.887 -0.451 0.044 -0.03 0.00 -0.01
H -1.255 0.552 1.387 0.03 0.09 0.06
H 0.781 -0.780 1.537 0.12 -0.12 -0.04

30
Properties=species:S:1:pos:R:3:forces:R:3 method="wB97M-V/def2-TZVPD" smiles=Cc1c[nH]c2ccccc12.CCC gap_ha=0.3227 de_lowest_kcal_mol=59.8 charge=0
C -2.602 1.249 0.837 -1.40 1.87 -2.73
C -1.883 0.210 0.059 1.31 -0.43 -1.26
C -1.744 0.026 -1.313 2.74 -2.44 3.82
N -0.675 -0.876 -1.611 -2.10 1.52 4.67
C -0.189 -1.318 -0.389 1.19 0.22 1.16
C 0.856 -2.256 -0.090 -0.47 0.03 0.24
C 1.229 -2.510 1.234 -1.11 0.88 0.47
C 0.647 -1.717 2.293 -1.46 -0.20 -1.88
C -0.435 -0.818 2.015 1.41 -0.26 0.69
C -0.831 -0.561 0.670 0.27 -2.28 -0.32
H -3.699 1.466 0.480 2.19 -0.26 0.53
H -1.957 2.164 0.775 -0.90 -0.32 -0.09
H -2.638 1.043 1.849 -0.22 -0.80 2.07
H -2.178 0.510 -2.055 -2.12 2.01 -3.26
H -0.389 -1.218 -2.452 0.55 -0.90 -2.64
H 1.362 -2.860 -0.842 -0.38 0.24 -0.20
H 1.851 -3.399 1.477 -0.18 1.08 -0.25
H 0.917 -1.957 3.307 0.01 0.20 0.23
H -0.865 -0.277 2.902 0.27 -0.53 -1.22
C 2.064 3.000 -1.928 1.80 -0.19 0.64
C 1.270 1.821 -1.290 -3.32 5.49 -0.71
C 1.507 1.671 0.167 -0.65 -1.00 1.32
H 1.809 3.580 -2.813 -0.99 -0.94 -0.56
H 3.121 2.627 -2.178 -1.09 0.93 0.90
H 2.004 3.850 -1.192 0.84 -0.97 -0.20
H 0.094 2.232 -1.427 2.73 -1.44 0.52
H 1.269 0.915 -1.732 0.47 -2.73 -2.08
H 2.513 1.508 0.551 0.64 0.97 -0.55
H 1.002 2.565 0.645 0.60 -1.56 0.31
H 1.174 0.612 0.403 -0.65 1.79 0.39

12
Properties=species:S:1:pos:R:3:forces:R:3 method="wB97M-V/def2-TZVPD" smiles=OCc1nc[nH]n1 gap_ha=0.3355 de_lowest_kcal_mol=120.2 charge=0
O -2.243 0.743 -0.501 -0.45 0.42 -0.08
C -1.462 -0.136 0.208 0.23 -2.66 -1.34
C -0.122 0.305 0.587 -0.77 0.55 -0.04
N 0.578 -0.614 1.249 0.42 1.28 -0.60
C 1.797 -0.535 0.663 -0.97 -2.62 -3.02
N 1.685 0.448 -0.338 0.75 0.14 0.57
N 0.520 1.047 -0.342 0.15 -0.64 1.00
H -1.673 1.272 -1.080 -0.10 -0.19 0.21
H -1.058 -1.092 -0.499 -1.45 2.01 1.25
H -1.955 -0.657 1.025 -0.49 0.43 -0.03
H 1.522 -1.569 -0.019 2.55 1.38 1.97
H 2.410 0.787 -0.953 0.14 -0.10 0.12

17
Properties=species:S:1:pos:R:3:forces:R:3 method="wB97M-V/def2-TZVPD" gap_ha="0.2704 / 0.1453" de_lowest_kcal_mol=0.0 spin_multiplicity=6 charge=+2
Ag -2.581 -0.966 -2.125 0.78 -1.35 0.43
Ag -2.439 -1.027 1.412 0.00 -0.15 0.37
V -0.632 -2.849 -0.520 -0.73 2.04 1.32
F -0.901 -2.619 1.499 0.31 -0.41 -1.21
F -2.905 -2.429 -0.584 0.59 0.38 -0.83
F -0.956 -0.576 -0.435 -0.09 -0.38 -0.26
F -0.977 -2.293 -2.543 -0.59 0.27 0.24
C 2.156 -0.266 -0.168 0.06 -0.14 -0.04
Cl 1.955 0.077 1.551 -0.11 0.12 0.01
Cl 2.061 -2.024 -0.429 -0.26 -0.53 -0.12
Cl 3.686 0.310 -0.760 0.08 0.09 -0.04
H 1.344 0.187 -0.723 -0.10 -0.08 0.04
C -0.052 2.765 0.763 -0.58 -0.08 -0.27
Cl -1.212 3.782 -0.020 -0.11 0.06 0.07
Cl 0.293 3.201 2.410 0.25 0.16 0.08
Cl 1.501 3.008 -0.027 0.36 0.04 0.25
H -0.341 1.719 0.698 0.14 -0.05 -0.04

102
Properties=species:S:1:pos:R:3:forces:R:3 method="wB97M-V/def2-TZVPD" gap_ha="0.2093 / 0.1591" de_lowest_kcal_mol=55.4 spin_multiplicity=2 charge=+2
Ir -0.889 0.064 1.091 -2.82 -0.67 -1.59
C -3.999 -0.371 1.183 -0.11 0.06 0.23
O -2.798 -0.673 0.404 0.26 0.33 0.35
C -2.662 -1.997 -0.040 -0.23 -0.01 -0.07
C -3.726 -2.684 -0.589 -0.20 0.09 -0.03
C -3.530 -3.969 -1.066 0.04 -0.02 0.00
C -2.278 -4.565 -0.972 -0.05 0.01 0.01
C -1.219 -3.866 -0.425 0.17 -0.05 -0.04
C -1.409 -2.570 0.036 0.11 -0.03 -0.19
N -0.362 -1.763 0.564 -0.17 0.38 0.38
N 0.667 -2.376 0.939 0.43 -0.36 -0.17
C 1.680 -1.870 1.665 0.12 0.60 0.26
C 1.706 -0.563 2.207 0.26 -0.73 -0.85
O 0.892 0.372 1.917 -0.53 0.78 0.25
C 2.805 -0.112 3.098 0.19 0.21 0.08
C 4.073 -0.965 3.105 0.09 0.02 -0.23
C 3.960 -2.364 2.589 -0.04 -0.03 0.02
C 5.026 -3.237 2.769 0.06 -0.01 0.04
C 4.974 -4.534 2.293 0.02 -0.06 -0.05
C 3.832 -4.974 1.635 0.03 0.01 0.02
C 2.764 -4.116 1.456 -0.12 0.12 0.05
C 2.814 -2.797 1.917 -0.03 -0.16 0.08
H -4.880 -0.528 0.572 0.03 0.00 -0.05
H -3.931 0.678 1.457 0.03 0.02 -0.06
H -4.027 -0.986 2.076 0.06 -0.11 -0.06
H -4.705 -2.229 -0.649 0.01 -0.02 -0.02
H -4.358 -4.499 -1.517 0.01 -0.02 0.06
H -2.131 -5.578 -1.321 0.02 0.03 -0.03
H -0.234 -4.303 -0.358 -0.02 -0.02 0.01
H 2.371 0.129 4.069 0.01 0.05 -0.01
H 4.543 -0.969 4.086 0.03 0.08 0.01
H 5.910 -2.894 3.298 -0.04 -0.01 0.00
H 5.811 -5.203 2.442 -0.01 0.02 0.00
H 3.775 -5.990 1.267 -0.01 0.01 0.02
H 1.864 -4.461 0.968 0.06 -0.04 -0.04
F 0.316 -1.182 5.229 -0.02 -0.04 0.04
C -0.994 -1.146 5.490 0.19 -0.07 -0.12
F -1.222 -0.336 6.499 -0.06 0.00 0.06
F -1.429 -2.360 5.750 -0.06 -0.07 0.03
S -1.852 -0.510 3.986 0.00 0.29 0.02
O -1.427 -1.411 2.885 0.33 0.94 0.23
O -3.253 -0.407 4.222 0.13 -0.31 0.09
N -1.078 0.863 3.842 -0.35 0.15 0.31
S -1.764 2.113 3.198 -0.12 -0.08 0.15
O -3.072 2.464 3.632 0.14 0.17 -0.24
O -1.584 2.048 1.704 0.21 -0.48 0.70
C -0.572 3.455 3.691 0.14 -0.12 -0.11
F -0.484 4.309 2.677 -0.07 0.15 -0.03
F 0.632 2.935 3.909 0.05 0.01 0.01
F -1.008 4.063 4.764 -0.03 0.01 0.10
C -0.591 3.084 -1.454 -0.23 0.07 0.29
C 0.719 2.951 -0.702 -0.05 -0.05 0.34
As 1.425 1.163 -0.999 0.94 -0.12 -0.72
C 2.322 1.313 -2.723 0.15 0.29 0.15
C 1.982 0.501 -3.797 -0.07 -0.04 0.01
C 2.679 0.612 -4.995 0.02 -0.01 -0.01
C 3.719 1.521 -5.117 -0.02 0.01 0.02
C 4.060 2.338 -4.044 -0.02 0.01 0.06
C 3.367 2.234 -2.848 -0.05 -0.05 -0.16
C 2.968 1.114 0.125 -0.16 -0.29 -0.35
C 3.943 0.093 -0.151 0.08 0.18 -0.02
C 4.857 -0.292 0.770 -0.10 -0.09 0.14
C 4.787 0.124 2.184 0.00 -0.01 0.03
C 3.652 1.126 2.481 -0.05 -0.08 0.02
C 2.965 1.745 1.344 0.05 0.00 0.54
As -1.803 1.573 -1.062 1.78 -0.60 -0.30
C -1.640 0.506 -2.676 -0.10 -0.13 0.13
C -2.182 1.002 -3.861 0.05 0.03 0.03
C -2.120 0.239 -5.017 0.00 0.03 -0.03
C -1.550 -1.029 -4.989 0.03 0.00 0.01
C -1.009 -1.522 -3.810 -0.05 -0.03 -0.04
C -1.043 -0.747 -2.660 -0.14 0.06 -0.07
C -3.579 2.254 -1.325 -0.11 -0.22 0.56
C -4.589 1.315 -1.531 0.00 0.01 -0.12
C -5.857 1.738 -1.888 -0.03 0.03 0.04
C -6.115 3.096 -2.041 0.02 0.00 0.01
C -5.112 4.027 -1.816 -0.05 -0.01 0.02
C -3.844 3.612 -1.432 0.02 0.05 0.02
H -0.444 3.096 -2.533 -0.09 -0.05 -0.06
H -1.090 4.002 -1.156 -0.02 0.05 -0.05
H 0.515 3.055 0.366 0.08 -0.03 0.02
H 1.454 3.701 -0.989 -0.05 0.07 -0.12
H 1.178 -0.219 -3.710 0.07 0.06 -0.01
H 2.411 -0.021 -5.831 0.01 0.00 0.02
H 4.269 1.594 -6.046 -0.03 0.01 0.00
H 4.867 3.053 -4.136 -0.01 -0.03 -0.01
H 3.647 2.864 -2.012 0.01 0.02 -0.01
H 3.975 -0.316 -1.154 0.05 -0.01 0.00
H 5.642 -0.989 0.497 -0.09 -0.05 -0.01
H 5.773 0.406 2.556 -0.01 0.02 0.02
H 3.882 1.831 3.275 0.01 -0.02 0.05
H 2.344 2.614 1.528 -0.04 -0.05 -0.02
H -2.655 1.977 -3.885 -0.02 -0.02 -0.03
H -2.526 0.634 -5.939 -0.01 -0.03 0.01
H -1.526 -1.631 -5.888 0.00 0.02 0.01
H -0.555 -2.505 -3.787 -0.01 0.02 0.01
H -0.591 -1.109 -1.754 0.09 -0.08 0.10
H -4.371 0.258 -1.450 0.00 0.01 -0.11
H -6.644 1.013 -2.049 0.01 0.01 -0.03
H -7.103 3.427 -2.335 0.02 0.00 0.01
H -5.314 5.083 -1.937 -0.01 0.00 0.03
H -3.084 4.355 -1.239 0.01 0.01 -0.02

75
Properties=species:S:1:pos:R:3:forces:R:3 method="wB97M-V/def2-TZVPD" gap_ha=0.2283 charge=+1
C -5.119 3.876 -1.087 -0.41 0.62 0.40
O -5.503 2.948 -2.115 0.82 -0.16 0.54
C -4.485 2.093 -2.494 -0.67 -0.34 -1.28
N -4.001 1.226 -1.358 -1.17 0.91 -1.50
N -2.717 1.318 -1.067 0.21 -0.16 0.46
C -2.312 0.576 -0.081 0.65 -0.99 1.08
C -3.142 -0.330 0.655 -0.58 0.61 -0.70
C -4.468 -0.383 0.295 0.74 0.12 0.09
C -4.900 0.443 -0.785 0.06 -1.56 1.92
O -6.168 0.369 -1.163 0.83 0.98 -0.12
C -7.098 0.983 -0.217 -1.93 -0.28 -0.45
C -8.340 0.062 -0.178 -0.01 0.18 0.15
C -9.627 0.831 0.160 -0.01 -0.08 0.16
O -8.082 -1.028 0.707 0.10 0.33 -0.13
H -5.082 4.906 -1.473 0.02 -0.42 -0.08
H -4.155 3.651 -0.610 -0.20 -0.09 -0.28
H -5.904 3.840 -0.315 0.30 0.05 -0.21
H -4.918 1.391 -3.223 0.06 0.28 0.23
H -3.635 2.580 -2.992 0.12 -0.12 0.76
H -1.259 0.629 0.199 -0.27 0.25 -0.35
H -2.745 -0.938 1.465 0.02 0.19 -0.24
H -5.169 -1.040 0.810 -0.02 0.21 -0.37
H -7.446 1.954 -0.598 0.70 -0.18 -0.06
H -6.660 1.091 0.787 0.06 -0.05 -0.36
H -8.495 -0.381 -1.174 0.34 0.09 0.29
H -9.568 1.370 1.119 0.05 -0.15 -0.26
H -9.874 1.550 -0.634 0.17 -0.13 0.22
H -10.466 0.124 0.221 0.32 0.15 0.04
H -7.886 -0.636 1.568 -0.25 -0.25 0.07
C -1.018 -2.418 -2.391 0.23 -0.10 -0.02
O 0.330 -2.431 -1.988 -0.13 -0.05 0.03
C 0.473 -2.162 -0.604 0.16 0.09 -0.46
C 1.895 -2.434 -0.155 -0.01 -0.15 0.34
O 2.133 -3.801 0.132 -0.12 0.10 -0.13
C 2.310 -4.647 -1.002 0.18 -0.18 0.21
C 3.681 -4.511 -1.630 -0.18 0.17 -0.42
O 3.709 -3.394 -2.506 -0.01 0.13 0.13
C 5.021 -3.105 -2.945 -0.12 0.02 0.00
H -1.481 -1.445 -2.177 -0.09 0.00 0.01
H -1.049 -2.593 -3.465 0.03 0.03 0.01
H -1.578 -3.217 -1.891 -0.11 0.08 0.04
H -0.224 -2.785 -0.029 0.04 0.02 0.10
H 0.238 -1.098 -0.441 -0.02 0.01 0.15
H 2.051 -1.911 0.791 -0.03 -0.04 0.02
H 2.625 -2.046 -0.868 -0.17 0.02 -0.17
H 1.516 -4.497 -1.736 0.12 0.10 -0.11
H 2.215 -5.664 -0.619 0.02 0.04 0.07
H 3.903 -5.412 -2.217 0.08 -0.09 0.14
H 4.437 -4.389 -0.846 -0.01 -0.12 0.05
H 5.657 -2.823 -2.098 0.09 -0.08 -0.03
H 4.967 -2.265 -3.634 -0.06 -0.03 0.00
H 5.455 -3.964 -3.467 0.08 0.00 0.04
C 5.126 -1.530 1.998 0.09 0.14 -0.04
O 5.172 -0.141 1.745 -0.05 -0.01 0.18
C 3.907 0.366 1.362 0.50 0.00 -0.20
C 3.927 1.881 1.348 -0.27 0.04 0.11
O 3.718 2.453 2.632 0.09 -0.09 -0.06
C 4.843 2.425 3.507 -0.16 0.22 0.11
C 5.877 3.480 3.178 0.33 -0.33 -0.11
O 6.728 3.026 2.138 -0.12 0.03 -0.13
C 7.566 4.055 1.658 -0.04 -0.14 0.00
H 4.783 -2.077 1.112 -0.07 -0.07 0.05
H 6.132 -1.859 2.249 0.00 0.05 -0.03
H 4.466 -1.744 2.847 -0.07 -0.10 -0.06
H 3.136 0.010 2.058 -0.09 0.05 -0.03
H 3.687 -0.005 0.350 -0.19 0.02 0.01
H 3.083 2.222 0.743 -0.02 0.00 0.04
H 4.838 2.266 0.886 0.10 -0.17 0.04
H 5.286 1.428 3.550 0.14 0.05 -0.13
H 4.440 2.648 4.498 -0.05 0.03 -0.04
H 6.495 3.673 4.066 -0.11 0.13 0.07
H 5.377 4.407 2.872 -0.05 0.02 0.11
H 6.970 4.859 1.211 0.06 0.09 0.07
H 8.211 3.633 0.890 -0.02 -0.05 0.04
H 8.190 4.458 2.463 -0.01 0.09 -0.02